The following is a quantum chemistry calculation of a cluster of 2 separate species, C27H41O10P in total, from the Open Molecules 2025 dataset.

Geometry as ORCA input:
```
! RIJCOSX wB97M-V def2-TZVPD def2/J DEFGRID3
* xyz -2 1
C -1.77497 0.34476 1.92242
C -2.73051 -0.51571 1.53748
C -4.07456 -0.07555 1.05724
O -5.04303 -0.57770 1.59178
O -4.17271 0.92512 0.18534
C -3.32691 0.83439 -0.99547
C -3.93865 -0.05206 -2.06069
C -3.56704 -1.53832 -1.98011
C -2.08988 -1.87582 -1.77307
C -1.04372 -1.10938 -2.62522
C 0.14044 -0.71842 -1.74849
C 1.23066 0.00522 -2.48462
O 1.19776 0.29645 -3.63731
O 2.34383 0.34549 -1.69127
C 3.27816 -0.64872 -1.40435
O 4.45052 0.06936 -1.06445
C 2.85690 -1.51284 -0.16684
C 2.56096 -3.00004 -0.38725
C 1.89615 -3.72337 0.80625
C 0.66748 -3.03274 1.42593
C 0.74013 -2.80900 2.94942
C 2.04023 -2.13103 3.40879
C 1.84649 -1.22815 4.65192
C 2.14142 0.25444 4.36313
C 1.18038 1.24125 5.07315
C 0.36195 2.12554 4.11359
P 3.79059 -1.66038 -2.90971
O 4.35682 -0.90869 -4.04396
H -1.62874 1.30144 1.43061
H -1.11509 0.09921 2.74577
H -2.56843 -1.58868 1.56137
H -2.30586 0.57466 -0.72655
H -3.26418 1.83998 -1.41028
H -3.68058 0.33645 -3.04497
H -5.02022 0.02801 -1.93955
H -3.96027 -2.07438 -2.84550
H -4.11582 -1.94959 -1.12304
H -1.97647 -2.92914 -2.04848
H -1.81026 -1.82332 -0.72024
H -1.41975 -0.24074 -3.16511
H -0.64725 -1.80215 -3.37008
H -0.18305 -0.14147 -0.87997
H 0.57490 -1.64429 -1.37114
H 5.09958 -0.54985 -0.71910
H 3.66893 -1.46223 0.56159
H 2.01864 -0.97978 0.27447
H 3.51524 -3.50323 -0.56365
H 1.95057 -3.19406 -1.26833
H 2.65682 -3.96923 1.54755
H 1.55079 -4.68128 0.41229
H 0.41549 -2.09806 0.92697
H -0.19484 -3.68388 1.26238
H 0.62719 -3.79372 3.40816
H -0.11448 -2.18569 3.20681
H 2.80304 -2.89046 3.58165
H 2.38556 -1.53145 2.56682
H 2.46560 -1.59998 5.46801
H 0.80477 -1.33649 4.95564
H 3.17120 0.45316 4.66365
H 2.08604 0.44810 3.29276
H 1.76342 1.85037 5.76260
H 0.48027 0.66033 5.67457
H 0.54469 1.85141 3.07450
H 0.63264 3.17446 4.20655
H -0.70907 2.01431 4.27030
H 2.66534 -2.44303 -3.24552
H 4.70317 -2.57946 -2.33992
C -0.39268 4.37125 -2.73428
C -0.13809 5.75238 -2.64490
C -1.29906 6.68526 -3.10862
O -1.18822 7.91673 -2.99384
C -2.46076 6.07870 -3.65927
C -2.70336 4.70517 -3.75884
C -1.58268 3.78116 -3.20357
O -1.77148 2.54344 -3.18429
O -3.72535 4.16658 -4.23607
O 0.91044 6.27313 -2.22891
H 0.37689 3.67064 -2.41433
H -3.21409 6.77521 -4.02033
*
```

HOMO-LUMO gap in Ha: 0.115
HOMO in eV: 0.04
E_LUMO in eV: 3.18
Calculated total energy in hartree: -2147.0904